Entry 1:
# C4H6N2O

An isolated molecule of C4H6N2O (wB97M-V/def2-TZVPD, the OMol25 dataset).

## Properties
HOMO (eV): -10.772
Lowest unoccupied orbital energy (eV): 0.479
Structure (SMILES): [H]/N=C(\C#N)OCC
Orbital gap (eV): 11.25
DFT total energy (eV): -9271.5097

Positions of all 13 atoms, in Å:
H1 3.236 -0.292 -0.706
N1 2.414 -0.591 -1.230
C1 1.389 -0.400 -0.520
C2 1.468 0.142 0.841
N2 1.485 0.527 1.930
O1 0.147 -0.677 -0.920
C3 -0.866 -0.396 0.063
C4 -1.738 0.738 -0.389
H2 -1.374 -1.334 0.261
H3 -0.397 -0.101 0.997
H4 -2.331 0.463 -1.259
H5 -2.399 1.006 0.437
H6 -1.121 1.609 -0.637


Entry 2:
# C4H6N2O

An isolated molecule of C4H6N2O (wB97M-V/def2-TZVPD, the OMol25 dataset).

## Properties
HOMO (eV): -8.496
Lowest unoccupied orbital energy (eV): 0.045
Orbital gap (eV): 8.54
DFT total energy (eV): -9269.1125

Positions of all 13 atoms, in Å:
N1 1.180 -0.334 1.368
C1 0.318 0.019 0.308
C2 -0.581 -1.037 -0.267
C3 -1.484 -0.318 -0.939
C4 -1.356 1.166 -0.585
O1 1.024 0.653 -0.872
N2 -0.629 1.100 0.559
H1 1.792 -1.096 1.096
H2 1.750 0.446 1.683
H3 -0.444 -2.109 -0.150
H4 -2.233 -0.681 -1.630
H5 0.818 0.211 -1.710
H6 -0.185 1.953 0.886


Entry 3:
# C4H6N2O2

A structure of composition C4H6N2O2 (wB97M-V/def2-TZVPD, the OMol25 dataset).

## Properties
HOMO (eV): -8.400
Lowest unoccupied orbital energy (eV): 0.539
Orbital gap (eV): 8.94
DFT total energy (eV): -11317.9642

Positions of all 14 atoms, in Å:
C1 1.044 -0.941 -0.180
C2 0.890 1.793 0.361
C3 -1.040 -1.213 0.497
C4 0.448 0.157 -0.755
N1 0.284 -1.759 0.448
N2 -0.949 0.061 -0.426
O1 -0.206 1.978 0.876
O2 2.029 2.057 0.388
H1 2.127 -1.105 -0.166
H2 -1.675 -2.169 0.307
H3 -1.139 -0.698 1.509
H4 0.665 0.470 -1.822
H5 -1.532 0.202 -1.217
H6 -0.946 1.165 0.179


Entry 4:
# C4H6N2O2

A structure of composition C4H6N2O2 (wB97M-V/def2-TZVPD, the OMol25 dataset).

## Properties
HOMO (spin up / spin down) (eV): -8.174 / -8.707
Lowest unoccupied orbital energy (spin up / spin down) (eV): -1.032 / -0.982
Orbital gap (spin up / spin down) (eV): 7.14 / 7.72
DFT total energy (eV): -11315.7030

Positions of all 14 atoms, in Å:
C1 1.249 -0.078 0.633
N1 2.268 -0.898 0.376
O1 -0.630 -1.096 0.204
O2 0.942 0.533 1.596
H1 -1.012 -1.021 1.101
H2 3.113 -0.773 0.920
H3 2.375 -1.272 -0.553
C2 -1.229 -0.026 -0.586
C3 -2.117 0.780 0.112
C4 0.468 0.680 -1.057
N2 1.028 1.225 -1.914
H4 -1.615 -0.441 -1.513
H5 -3.030 1.121 -0.348
H6 -1.810 1.266 1.029


Entry 5:
# C4H6N2O2

A cluster of 2 separate species, C4H6N2O2 in total (wB97M-V/def2-TZVPD, the OMol25 dataset).

## Properties
HOMO (eV): -7.666
Lowest unoccupied orbital energy (eV): 0.771
Structure (SMILES): C=N/C=C\N.O=C=O
Orbital gap (eV): 8.44
DFT total energy (eV): -11319.0577

Positions of all 14 atoms, in Å:
C1 1.729 0.946 1.260
N1 0.607 0.469 0.882
C2 0.376 0.183 -0.463
C3 -0.700 -0.504 -0.965
N2 -1.827 -0.824 -0.312
H1 1.724 1.394 2.322
H2 2.661 1.170 0.743
H3 0.988 0.774 -1.012
H4 -0.830 -0.665 -2.112
H5 -2.731 -1.161 -0.710
H6 -1.821 -0.757 0.644
O1 -1.741 2.131 1.232
C4 -1.739 1.362 2.057
O2 -1.796 0.616 2.911


Entry 6:
# C4H6N2O2

An isolated molecule of C4H6N2O2 (wB97M-V/def2-TZVPD, the OMol25 dataset).

## Properties
HOMO (eV): -10.161
Lowest unoccupied orbital energy (eV): -0.124
Structure (SMILES): N#CCNCC(=O)O
Orbital gap (eV): 10.04
DFT total energy (eV): -11315.9965

Positions of all 14 atoms, in Å:
N1 -3.897 0.589 -0.699
C1 -2.865 0.414 0.073
C2 -1.451 -0.281 0.694
N2 -0.316 0.194 -0.410
C3 0.881 -0.638 -0.183
C4 2.187 0.320 -0.366
O1 3.357 -0.168 -0.312
O2 2.035 1.541 0.192
H1 -1.549 -1.424 0.654
H2 -1.272 0.231 1.717
H3 -0.516 -0.152 -1.474
H4 1.168 -1.366 -0.806
H5 1.147 -0.848 0.836
H6 1.091 1.586 0.084